34
Properties=species:S:1:pos:R:3:forces:R:3 method="wB97M-V/def2-TZVPD" lumo_energy_ev=0.294 smiles="CCCCOC(=O)Nc1cccc(C(C)=O)c1" homo_lumo_gap_ev=9.027 homo_ev=-8.732
C -5.107429 -1.596219 0.412596 0.204 0.053 0.157
C -4.037003 -0.735305 1.073192 -0.165 0.127 -0.091
C -3.892135 0.641589 0.423702 0.383 -0.281 -0.099
C -3.246233 0.588760 -0.959134 -0.450 0.476 0.128
O -1.926976 0.045421 -0.910999 0.236 -0.223 0.026
C -0.944872 0.897186 -0.542429 -0.028 -0.270 -0.109
O -1.106953 2.062923 -0.296542 -0.033 0.308 0.075
N 0.231215 0.205560 -0.514725 -0.159 -0.550 -0.145
C 1.513040 0.668498 -0.212054 0.174 0.355 0.116
C 1.765764 1.992859 0.139004 -0.137 -0.007 -0.024
C 3.059613 2.389265 0.428024 0.081 -0.153 -0.024
C 4.102116 1.485439 0.372258 0.101 -0.120 -0.012
C 3.862652 0.155638 0.022833 -0.268 0.644 0.109
C 5.025828 -0.769596 -0.019256 0.096 -0.382 -0.074
C 4.752944 -2.208333 -0.388452 0.325 0.012 0.051
O 6.145449 -0.384950 0.232920 -0.059 -0.007 -0.010
C 2.562024 -0.244092 -0.268145 0.139 0.082 0.040
H -4.848091 -1.823649 -0.618118 -0.041 -0.070 -0.139
H -5.216330 -2.536547 0.947908 -0.072 -0.116 -0.030
H -6.067130 -1.083912 0.421889 -0.137 0.015 -0.030
H -3.075840 -1.251854 1.031510 0.027 0.004 0.117
H -4.294010 -0.596145 2.125361 0.084 -0.039 0.021
H -3.275906 1.281464 1.058354 -0.072 0.092 -0.047
H -4.872413 1.110068 0.322230 -0.046 0.082 0.002
H -3.796196 -0.068414 -1.633839 0.070 0.068 0.017
H -3.197934 1.597278 -1.382300 -0.035 -0.198 -0.018
H 0.154074 -0.771307 -0.763665 -0.041 0.204 0.042
H 0.950709 2.695461 0.180872 -0.029 0.020 0.001
H 3.249975 3.416566 0.698949 0.007 0.090 0.023
H 5.115305 1.782447 0.595085 0.068 0.012 0.013
H 5.688229 -2.762047 -0.376416 0.000 0.024 0.005
H 4.063116 -2.653987 0.324784 -0.119 -0.065 0.014
H 4.316422 -2.264008 -1.383180 -0.106 -0.045 -0.074
H 2.346973 -1.266053 -0.542229 0.001 -0.141 -0.032

52
Properties=species:S:1:pos:R:3:forces:R:3 method="wB97M-V/def2-TZVPD" charge=+2 lumo_energy_ev=-13.265 homo_lumo_gap_ev=2.141 homo_ev=-15.406
Tl -7.892185 -8.449167 21.387323 -0.807 0.066 3.645
C -7.101259 -8.624331 17.469063 0.308 0.127 2.214
C -7.277828 -8.644007 18.957881 -0.272 -1.949 1.035
O -7.079608 -7.607454 19.639941 0.397 1.037 -1.556
O -7.620627 -9.700866 19.608490 -1.772 1.189 -4.787
H -7.322144 -9.572977 16.979811 0.688 1.025 2.430
H -6.083956 -8.302414 17.246418 -0.566 0.040 0.504
H -7.755014 -7.837672 17.092408 -0.184 -1.228 0.599
C -6.656485 -6.352445 16.002155 -1.439 2.204 -1.197
C -7.106801 -5.566981 14.774967 -1.851 -0.960 0.624
O -6.642227 -6.346410 13.676359 -0.563 1.708 -0.236
C -5.802973 -7.224595 14.131050 3.681 -1.047 -3.319
O -4.982305 -7.834868 13.433504 -1.914 2.196 1.586
O -5.832461 -7.300846 15.438546 0.740 -2.297 1.634
F -6.625009 -4.357284 14.881992 1.086 1.687 -0.826
H -7.535271 -6.651149 16.573660 0.379 0.192 -0.994
H -6.017207 -5.776199 16.671002 -0.874 -0.037 -1.698
H -8.185929 -5.490946 14.641520 -0.046 0.030 -0.036
C -5.568175 -5.946541 18.517401 -0.344 -1.299 2.499
C -6.878994 -5.191057 18.833837 1.839 -0.407 1.232
O -6.430682 -3.897136 18.636230 -1.468 0.486 -0.571
C -5.412698 -3.904922 17.777318 3.048 6.444 -1.418
O -4.892589 -2.859368 17.349568 -2.052 -4.679 1.249
O -4.978651 -5.160535 17.566429 1.837 1.126 -0.809
F -7.239582 -5.250190 20.140958 -0.335 -0.030 -0.094
H -5.802921 -6.966406 18.212653 0.946 0.849 -0.323
H -4.850162 -5.954562 19.337456 -0.506 -0.322 0.582
H -7.672534 -5.562567 18.185491 -0.543 0.735 0.270
C -6.310856 -10.153706 14.927245 5.575 0.592 -0.816
C -5.303942 -10.165702 16.085080 0.533 -0.666 -0.825
O -4.161040 -10.648916 15.495684 1.803 0.123 -0.933
C -4.135436 -10.314163 14.152817 1.994 -0.122 -0.121
O -3.180259 -10.364494 13.418631 -2.924 0.089 1.822
O -5.405249 -9.873940 13.905173 -0.095 -2.184 -2.175
F -5.590225 -11.043166 17.050735 -0.526 -0.751 0.257
H -6.925054 -9.257542 15.015251 4.727 -0.420 -1.750
H -6.971387 -11.020158 14.894636 1.492 -0.678 -1.688
H -5.099349 -9.222660 16.591950 0.393 -0.256 -0.694
C -9.915695 -8.709625 15.357560 -0.563 -1.098 -0.013
N -8.486030 -9.131853 15.104954 -3.338 0.635 -1.402
O -7.984978 -8.592646 14.099782 -1.224 -0.390 1.422
O -7.946499 -10.007382 15.827448 -9.751 0.691 0.509
H -10.398019 -8.194883 14.526592 0.890 -0.035 -0.385
H -10.015294 -8.049700 16.219347 0.346 -0.499 0.312
H -10.408863 -9.678279 15.438659 -0.314 0.220 0.657
C -5.839501 -11.981080 19.407427 0.350 -0.601 0.896
N -5.557674 -11.020937 20.529344 2.133 0.349 -0.583
O -6.522826 -10.465615 21.061333 1.203 -1.410 2.230
O -4.396840 -10.718109 20.743218 -1.618 -0.275 0.015
H -4.852069 -12.375661 19.167861 -0.228 -0.063 -0.097
H -6.247689 -11.434029 18.557614 -0.221 -0.308 1.177
H -6.500763 -12.759685 19.787722 -0.045 0.167 -0.054

47
Properties=species:S:1:pos:R:3:forces:R:3 method="wB97M-V/def2-TZVPD" lumo_energy_ev=-0.450 homo_lumo_gap_ev=7.170 homo_ev=-7.620
Ru -0.185145 0.353138 -0.287850 -0.189 -0.508 -0.342
N 2.258936 0.554012 -0.595045 -0.210 -0.167 -0.646
C 2.414503 1.919254 -0.408439 0.164 0.040 0.359
C 3.695969 2.431334 -0.432713 -0.030 -0.010 0.007
C 3.951242 3.804432 -0.326730 0.021 0.021 -0.015
C 2.924485 4.694591 -0.198243 -0.002 -0.013 -0.006
C 1.597826 4.217837 -0.175851 -0.011 -0.004 0.006
C 0.493662 5.099288 -0.077956 0.018 0.007 -0.001
C -0.771937 4.606390 -0.098942 -0.010 -0.020 0.000
C -0.959307 3.215237 -0.188936 0.007 0.040 -0.008
N 0.038853 2.364371 -0.250104 0.050 -0.030 0.007
C 1.332019 2.834218 -0.269278 -0.046 -0.012 0.068
H 1.592805 -0.175184 -0.277235 0.203 0.273 0.797
H 3.118638 0.055150 -0.753384 0.004 0.030 -0.148
H 4.527469 1.744460 -0.539771 0.002 0.000 0.012
H 4.976323 4.150076 -0.347868 -0.003 0.001 0.000
H 3.104619 5.758342 -0.118742 0.000 0.000 0.001
H 0.681551 6.162818 0.001948 -0.004 0.000 0.002
H -1.639651 5.246872 -0.036711 0.002 0.002 -0.001
H -1.954953 2.801089 -0.209806 0.018 -0.002 -0.011
O 0.135562 0.234552 1.682957 0.142 0.037 -0.076
F -4.693790 -0.372109 0.445530 0.004 -0.012 0.000
Te -3.322357 0.621980 1.210126 0.058 0.067 -0.019
F -3.990318 2.148481 0.350336 -0.061 -0.031 -0.009
F -4.549713 1.017551 2.542884 0.002 -0.036 0.019
F -2.168527 1.745355 2.140097 -0.030 0.017 0.032
F -2.836824 -0.831646 2.262306 0.012 0.005 -0.009
O -2.201001 0.232257 -0.171843 -0.024 0.185 0.083
C -3.431554 -3.259136 -0.034330 -0.007 -0.012 -0.014
C -2.276089 -4.145203 0.352368 0.027 0.019 0.003
O -1.392662 -3.436927 1.276006 -0.014 -0.022 0.027
P -0.099874 -2.735499 0.744119 0.052 0.028 0.007
O -0.289119 -1.816464 -0.428323 -0.052 0.022 -0.111
Te 0.953608 -1.354125 2.419968 -0.080 0.078 -0.035
O 0.804598 -3.986763 0.352062 0.004 0.002 0.023
C 1.991250 -3.794648 -0.448298 -0.010 0.001 0.005
C 1.685473 -4.002381 -1.912978 -0.007 0.003 -0.002
H -4.105880 -3.808213 -0.694138 0.001 0.000 0.003
H -3.077994 -2.370555 -0.555754 -0.001 0.009 0.001
H -3.986793 -2.943997 0.846983 -0.001 0.000 0.002
H -1.697358 -4.464957 -0.516457 -0.007 -0.011 0.008
H -2.594380 -5.029854 0.899896 -0.006 0.000 -0.009
H 2.709745 -4.523415 -0.076539 0.004 0.005 -0.009
H 2.393582 -2.796065 -0.257290 0.008 -0.002 0.000
H 1.283634 -5.001649 -2.080339 -0.001 0.001 0.001
H 2.599043 -3.897702 -2.500466 0.002 -0.001 0.002
H 0.959819 -3.266594 -2.257240 0.003 -0.001 -0.004

32
Properties=species:S:1:pos:R:3:forces:R:3 method="wB97M-V/def2-TZVPD" charge=+1 lumo_energy_ev=-4.591 homo_lumo_gap_ev=8.090 homo_ev=-12.681
C 0.164333 3.735217 1.136394 -1.994 -0.492 1.261
C 0.053580 2.809521 0.245250 1.266 1.706 0.945
C -1.326676 -3.413913 -1.350337 0.427 0.526 0.157
C -1.883176 -2.178060 -1.512085 0.531 0.894 0.753
C -0.183783 -3.654891 -0.596302 -0.910 -1.744 -1.505
C -1.427755 -1.108122 -0.744690 1.920 -3.332 0.388
C 0.389424 -2.668076 0.108933 -2.076 2.247 0.914
C -0.366094 -1.418551 0.137099 1.714 0.013 0.402
C 2.504797 -0.003127 0.781145 -0.804 0.686 -0.673
C -0.731862 2.411090 -2.015381 -0.519 3.065 1.390
C 1.400571 -0.407228 1.748621 1.174 -1.856 1.522
C 0.038554 2.063209 -0.773304 0.694 -1.541 -2.888
C 0.062799 -0.412880 1.120975 -1.247 0.234 0.801
N -0.847898 0.476091 1.468761 -0.789 -2.466 -0.776
H 0.780523 4.583618 1.173718 1.190 0.696 -0.417
H -1.749059 -4.186443 -1.913818 -0.423 -1.242 -0.700
H -2.598963 -2.072111 -2.270470 -1.093 0.393 -0.736
H 0.141483 -4.681181 -0.709457 0.656 0.129 0.589
H -1.659693 -0.126854 -0.942518 -1.001 2.104 -0.168
H 1.169594 -2.866539 0.805020 0.621 0.131 0.173
H 2.132878 0.850063 0.135901 1.090 -0.713 1.071
H 3.331250 0.224693 1.441502 0.470 0.425 -0.534
H 2.759735 -0.812486 0.111636 0.172 -0.199 -0.142
H -0.362415 3.385668 -2.493645 -0.169 -1.745 0.276
H -0.821992 1.576984 -2.646667 -0.190 -0.723 -1.147
H -1.692131 2.731478 -1.578052 -0.206 -0.333 -0.884
H 1.526646 0.162194 2.671477 -0.869 0.708 -0.314
H 1.691701 -1.433442 2.227527 -0.921 1.319 -1.313
H 0.655365 1.174023 -0.895270 -0.158 0.051 0.433
H -1.802655 0.262615 1.120606 0.928 0.720 0.373
H -0.604680 3.761094 1.903574 0.019 -0.037 0.325
H -0.744401 1.236348 2.103857 0.497 0.376 0.423

32
Properties=species:S:1:pos:R:3:forces:R:3 method="wB97M-V/def2-TZVPD" charge=+1 lumo_energy_ev=-3.382 homo_lumo_gap_ev=8.559 homo_ev=-11.941
C 1.603562 -0.636179 2.093724 0.060 -0.743 2.775
C -0.744454 -0.900008 2.584516 -0.240 -0.576 -0.074
C 1.292959 0.252027 1.132761 1.637 1.891 -4.182
C -1.082153 -0.084359 1.542638 1.587 1.561 -1.781
C 0.553928 -1.219729 2.853751 1.567 -0.995 -0.123
C -0.025795 0.435758 0.793531 -1.131 1.705 -1.657
C 0.270520 -3.418142 4.053091 -1.028 1.134 -1.390
C -1.151767 2.764350 -1.004612 -0.915 0.351 -0.570
C 0.909699 -2.283015 3.841943 2.680 1.809 1.717
C -0.522132 1.631467 -1.070789 0.669 -2.193 3.544
C -1.081535 1.305867 -3.470949 1.421 -2.000 -1.393
C -0.403739 -0.583837 -1.927235 2.776 -0.782 -0.154
C 1.162377 1.171073 -2.545878 0.763 2.518 -0.881
N -0.241434 0.853801 -2.254184 -1.366 0.090 -0.780
H 2.639244 -0.780923 2.429201 -0.444 -0.171 -0.443
H -1.500342 -1.413362 3.119285 -0.785 -0.120 0.632
H 2.100599 0.720812 0.412502 -1.497 -0.926 1.952
H -2.050412 0.224434 1.297250 -1.492 0.021 -0.160
H 0.534104 -4.228765 4.684909 0.244 -0.259 0.570
H -0.637338 -3.459515 3.447225 0.066 -0.813 0.192
H -1.847362 3.195091 -1.751032 0.980 -0.064 0.257
H -1.006723 3.246927 -0.076137 -0.602 0.634 0.919
H 1.847158 -1.935299 4.456377 -1.603 -1.204 -1.157
H -0.956254 2.324004 -3.806306 0.726 0.256 0.446
H -0.884664 0.607392 -4.361472 0.095 0.983 1.481
H -2.081480 1.188720 -3.237309 -2.060 -0.367 0.739
H 0.413273 -0.876802 -1.185541 -0.645 0.379 -1.617
H -1.230808 -0.932885 -1.411037 -2.318 0.509 0.840
H -0.399721 -1.081429 -2.875023 0.558 -0.680 -0.379
H 1.087359 2.296513 -2.802037 0.839 -1.926 0.308
H 1.739773 1.022445 -1.665345 0.278 0.168 0.892
H 1.693559 0.593566 -3.297817 -0.819 -0.190 -0.523

35
Properties=species:S:1:pos:R:3:forces:R:3 method="wB97M-V/def2-TZVPD" lumo_energy_ev=0.746 smiles="Cc1cccc(NC(=S)N2CCOCC2)c1C" homo_lumo_gap_ev=8.696 homo_ev=-7.950
C -4.831472 -0.071213 -0.387887 0.053 -0.008 -0.014
C -3.416388 -0.313061 0.047098 0.062 -0.135 0.106
C -3.099473 -1.478595 0.733652 -0.042 0.009 -0.021
C -1.808619 -1.722034 1.164980 0.038 0.009 -0.024
C -0.814159 -0.794703 0.926807 0.003 0.109 0.019
C -1.112606 0.369407 0.225535 -0.317 -0.389 0.144
N -0.131301 1.355085 0.000627 -0.322 0.090 -0.222
C 1.227497 1.226176 0.019887 0.393 0.213 -0.183
S 2.106077 2.484265 0.655253 0.213 0.537 0.360
N 1.820915 0.161259 -0.555799 -0.348 0.085 0.203
C 3.220006 -0.128121 -0.354939 0.305 -0.156 0.134
C 3.328816 -1.471990 0.397267 0.169 0.064 0.001
O 2.130553 -2.212079 0.296989 -0.120 -0.138 0.174
C 1.615546 -2.219552 -1.009949 -0.031 -0.082 -0.131
C 1.197563 -0.792010 -1.445343 -0.213 -0.135 -0.195
C -2.413647 0.617329 -0.229111 0.246 -0.005 -0.020
C -2.702522 1.878736 -0.989738 -0.006 -0.102 0.024
H -4.909119 -0.074676 -1.475248 -0.085 0.042 -0.066
H -5.484772 -0.848069 0.000555 -0.064 -0.020 0.003
H -5.186987 0.892405 -0.027071 -0.103 0.066 -0.027
H -3.877024 -2.199786 0.938428 -0.097 -0.062 0.016
H -1.576050 -2.627343 1.704511 0.024 -0.093 0.061
H 0.188493 -0.969595 1.283711 0.131 -0.015 0.022
H -0.417592 2.292335 0.257514 0.224 -0.158 -0.032
H 3.673907 0.681373 0.216532 -0.016 -0.148 -0.168
H 3.711083 -0.189525 -1.332724 -0.048 0.051 0.034
H 4.171755 -2.058233 0.001764 -0.058 0.059 0.067
H 3.477728 -1.313419 1.466751 0.047 0.032 -0.100
H 2.362463 -2.629312 -1.705764 -0.088 0.010 0.035
H 0.751703 -2.885153 -0.985993 0.066 0.045 -0.113
H 0.116261 -0.680277 -1.426251 0.165 -0.034 -0.079
H 1.549256 -0.596212 -2.468334 -0.070 -0.014 0.090
H -1.830591 2.189703 -1.561705 -0.004 0.062 -0.036
H -2.967626 2.685808 -0.304845 -0.040 0.152 -0.023
H -3.530777 1.738961 -1.677884 -0.069 0.059 -0.040

34
Properties=species:S:1:pos:R:3:forces:R:3 method="wB97M-V/def2-TZVPD" charge=-1 lumo_energy_ev=2.747 homo_lumo_gap_ev=4.632 homo_ev=-1.885
C -2.549309 -0.862526 -2.622346 -0.162 -0.030 0.057
C -1.718359 -0.334756 -1.897689 0.371 0.154 -0.104
C -0.794766 0.346660 -1.048007 -0.839 -1.035 -0.129
N -0.669478 -0.380905 0.270784 0.782 0.577 -0.106
C 0.318289 -1.449821 0.305595 -0.126 -0.700 0.783
C -0.263062 -2.875159 0.137881 -0.219 0.393 -0.167
H -3.109005 -1.507625 -3.253670 -0.049 0.054 -0.009
H 0.164657 0.345606 -1.567937 0.218 0.405 0.337
H -1.571507 -0.756363 0.533618 -0.049 -0.004 -0.075
H 1.106892 -1.295314 -0.430235 -0.176 0.272 -0.165
H 0.818998 -1.427022 1.286061 0.137 0.015 -0.092
H -1.163389 -2.798394 -0.474888 0.116 -0.154 -0.197
H -0.565284 -3.298373 1.098883 0.066 -0.003 0.020
H 0.444047 -3.554738 -0.341901 -0.023 -0.076 0.050
N 5.676772 -0.698710 -0.702503 -0.015 0.001 0.023
C 6.122868 -0.470440 0.571846 0.017 0.001 -0.015
C 5.078910 0.046356 1.292981 0.025 -0.014 -0.030
C 3.959247 0.131354 0.420468 -0.052 0.044 0.049
C 4.359118 -0.335786 -0.800714 0.038 -0.005 -0.041
H 6.228970 -1.073521 -1.450098 -0.008 -0.010 0.000
H 7.137495 -0.695255 0.853813 -0.003 0.006 0.010
H 5.111439 0.330602 2.331608 -0.005 -0.003 0.002
H 2.972270 0.491488 0.660664 -0.012 -0.028 -0.007
H 3.819488 -0.441043 -1.726325 -0.029 0.006 0.016
N -3.059191 1.811844 0.491934 -0.025 -0.032 0.298
C -4.224086 1.111908 0.489943 0.022 -0.006 0.074
C -5.256637 1.989287 0.729738 -0.015 -0.027 0.014
C -4.678684 3.277869 0.875943 0.006 0.034 0.007
C -3.320123 3.126538 0.719954 0.035 -0.028 0.040
H -2.132505 1.408559 0.328955 -0.018 0.164 -0.523
H -4.225503 0.049924 0.311427 -0.007 0.015 -0.075
H -6.303050 1.734823 0.785590 -0.001 0.000 -0.016
H -5.194704 4.205400 1.067726 0.002 0.003 -0.011
H -2.520819 3.847531 0.750902 -0.006 0.010 -0.017